Molecular formula: C7H13NSi
Method: DFT, ωB97M-V/def2-TZVPD

Each atom is followed by the atoms it is bonded to, with distances in Å.
Element x y z (Å)
1 C 0.0929 -1.5756 -0.7605  Si2 1.963, H8 1.057, H9 1.092, H10 1.079
2 Si -0.7717 -0.5141 0.6465  C1 1.963, C3 1.889, C4 1.859, C5 1.936
3 C -0.7246 -1.4326 2.2970  Si2 1.889, H11 1.095, H12 1.167, H13 1.104
4 C -2.4834 -0.1455 0.0235  Si2 1.859, H14 1.085, H15 1.076, H16 1.065
5 C 0.3431 1.0553 0.8513  Si2 1.936, C6 1.345, H17 1.105
6 C 0.2380 2.2468 0.2364  C5 1.345, N7 1.222
7 N -0.1847 3.3719 0.0155  C6 1.222, H18 0.977
8 H -0.3703 -1.5205 -1.7089  C1 1.057
9 H 1.0998 -1.1560 -0.8030  C1 1.092
10 H 0.2367 -2.6405 -0.6618  C1 1.079
11 H -0.8827 -2.4755 2.0030  C3 1.095
12 H 0.2863 -1.2867 2.8618  C3 1.167
13 H -1.5260 -0.9481 2.8815  C3 1.104
14 H -3.1423 -0.9417 0.3531  C4 1.085
15 H -2.8058 0.8387 0.3152  C4 1.076
16 H -2.6330 -0.1911 -1.0295  C4 1.065
17 H 1.3440 0.8624 1.2787  C5 1.105
18 H -0.1219 3.8334 -0.8434  N7 0.977
19 C 2.9194 0.3788 -2.5216  C20 1.219, H21 1.124
20 C 3.0312 0.9345 -1.4428  C19 1.219, H22 1.101
21 H 2.9167 -0.0538 -3.5585  C19 1.124
22 H 3.1380 1.3599 -0.4334  C20 1.101

The HOMO energy is -8.582 eV. Its spin multiplicity is 1. As for the SMILES: C[Si](C)(C)C=C=N.C#C. As for the total energy: -618.645998 Eh. As for the LUMO energy: 0.9 eV. The energy relative to the best compared isomer or geometry (same formula, charge and spin) comes out at 439.92 kJ/mol.